An isolated molecule of C5H8O2. Source: the OMol25 dataset; level of theory: ωB97M-V/def2-TZVPD.

## Properties
- F_max: 0.4 eV Å⁻¹
- HOMO level: -8.88 eV
- Frontier orbital gap: 8.660 eV
- Energy above the lowest of the compared OMol25 structures with the same formula, charge and spin: 111.2 kcal/mol
- Net charge: 0
- Total energy: -9405.0109 eV

Each line ends with the natural charge from an NBO analysis.
Atoms and positions in Å:
1 C 0.831 1.489 0.337  -0.63
2 C 0.652 0.055 -0.127  0.38
3 O 0.411 -0.836 0.946  -0.53
4 C -0.811 -1.514 0.703  -0.09
5 C -1.083 -1.234 -0.773  -0.10
6 O -0.492 0.037 -0.946  -0.52
7 C 1.302 2.369 -0.743  0.01
8 H -0.025 1.792 0.957  0.22
9 H 1.735 1.543 0.985  0.29
10 H 1.541 -0.280 -0.682  0.16
11 H -1.604 -1.104 1.343  0.17
12 H -0.686 -2.579 0.925  0.19
13 H -0.605 -1.980 -1.423  0.17
14 H -2.142 -1.154 -1.024  0.20
15 H 0.978 3.397 -0.478  0.09